{
  "formula": "C28H51NSSbSiTi",
  "method": "the ωB97M-V functional and the def2-TZVPD basis",
  "homo_lumo_gap_ev": [6.81, 6.81],
  "de_lowest_ev": 2.696,
  "lumo_ha": [-0.1434, -0.1435],
  "total_charge": 1,
  "species": ["Ti", "C", "C", "C", "C", "C", "C", "C", "C", "C", "C", "H", "H", "H", "H", "H", "H", "H", "H", "H", "H", "H", "H", "H", "H", "H", "C", "Si", "C", "C", "C", "C", "C", "C", "N", "C", "S", "H", "H", "H", "H", "H", "H", "H", "H", "H", "H", "H", "H", "C", "C", "C", "C", "H", "H", "H", "H", "H", "H", "H", "H", "H", "C", "C", "Sb", "C", "C", "C", "C", "H", "H", "H", "H", "H", "H", "H", "H", "H", "H", "H", "H", "H", "H", "H"],
  "xyz": [[12.45747, 9.57172, 10.94104], [10.94524, 11.36956, 12.29356], [11.44549, 12.17834, 11.29035], [12.87328, 12.14190, 11.37860], [13.30231, 11.08706, 12.31566], [12.01100, 10.67436, 12.96388], [11.92629, 10.04179, 14.29484], [14.71779, 10.98414, 12.89718], [13.84327, 12.94390, 10.60010], [10.78865, 13.23798, 10.45509], [9.47563, 11.20402, 12.73985], [11.82090, 8.92308, 14.20020], [11.09422, 10.44856, 14.85796], [12.92645, 10.23036, 14.78712], [14.87383, 11.69793, 13.75757], [15.46303, 11.23398, 12.12352], [15.03486, 9.96561, 13.17983], [13.40418, 13.39821, 9.68401], [14.74235, 12.31383, 10.33729], [14.15707, 13.84134, 11.17281], [10.36690, 12.80062, 9.51383], [11.53402, 13.99430, 10.14480], [9.91172, 13.69058, 11.00055], [8.77568, 11.13065, 11.83232], [9.08456, 12.07677, 13.38481], [9.42260, 10.18502, 13.26702], [15.07848, 10.82773, 4.56536], [15.13579, 9.75902, 6.03220], [15.33340, 7.92997, 5.48624], [16.52191, 10.25867, 7.19924], [13.55939, 9.98858, 6.97380], [12.48644, 10.40240, 6.13972], [11.19832, 10.64376, 6.71521], [10.99048, 10.36319, 8.02148], [11.96362, 9.89153, 8.82958], [13.26612, 9.74228, 8.30907], [14.38046, 9.25610, 9.59512], [16.00668, 10.68968, 3.95215], [15.13221, 11.89313, 4.84848], [14.29890, 10.67348, 3.90859], [15.95778, 7.86910, 4.58164], [14.34779, 7.48760, 5.21469], [15.75848, 7.28051, 6.30686], [17.41672, 10.50997, 6.62756], [16.76797, 9.29276, 7.75913], [16.34639, 11.12921, 7.79911], [12.75203, 10.54398, 5.07953], [10.44105, 10.93694, 6.05697], [10.03661, 10.43592, 8.49804], [14.46437, 6.11509, 11.63828], [13.34082, 6.82497, 12.33971], [12.52784, 5.77377, 13.10524], [12.35634, 7.60279, 11.39771], [15.22579, 5.66804, 12.30180], [14.96152, 6.83755, 10.98621], [14.09643, 5.34102, 10.96113], [13.73615, 7.56191, 13.07047], [12.21189, 4.98307, 12.40577], [11.71836, 6.17036, 13.67334], [13.20022, 5.21306, 13.86167], [11.40616, 7.59873, 11.97346], [12.16605, 6.99985, 10.42592], [9.75131, 5.89049, 8.86381], [8.38562, 6.43504, 9.16203], [8.54350, 8.14131, 10.66334], [7.58873, 7.38488, 12.54920], [7.49763, 5.84976, 12.68251], [6.72696, 9.17386, 9.74115], [6.40468, 10.34891, 10.60073], [10.05759, 6.03061, 7.82374], [9.90573, 4.82152, 9.14023], [10.55311, 6.35276, 9.40947], [7.62759, 5.82167, 9.66388], [7.95640, 7.01454, 8.38105], [6.64498, 7.88248, 12.63856], [8.23187, 7.80352, 13.32333], [7.25121, 5.38837, 11.71480], [6.71787, 5.49632, 13.40241], [8.41776, 5.36449, 12.98936], [6.02450, 8.33702, 9.73259], [6.99387, 9.49442, 8.72515], [6.34700, 10.14419, 11.67372], [5.46330, 10.82692, 10.22026], [7.20857, 11.08806, 10.50387]],
  "lowdin_charge": [0.878, -0.227, -0.237, -0.228, -0.330, -0.321, -0.030, -0.038, -0.035, -0.010, -0.032, 0.089, 0.084, 0.106, 0.112, 0.071, 0.080, 0.085, 0.087, 0.111, 0.083, 0.079, 0.107, 0.047, 0.121, 0.082, -0.183, 0.493, -0.161, -0.194, -0.238, -0.003, -0.028, -0.136, -0.055, -0.610, 0.743, 0.071, 0.064, -0.003, 0.031, 0.035, 0.046, 0.032, 0.045, 0.015, 0.096, 0.095, 0.095, -0.098, -0.499, -0.092, -0.279, 0.096, 0.036, 0.088, 0.122, 0.088, 0.050, 0.114, 0.023, 0.091, -0.211, -0.375, 1.393, -0.406, -0.181, -0.412, -0.244, 0.074, 0.088, -0.012, 0.035, 0.015, 0.026, 0.017, 0.041, 0.084, 0.057, 0.049, 0.049, 0.058, 0.090, 0.040]
}

{
  "formula": "C5H7NO",
  "method": "the ωB97M-V functional and the def2-TZVPD basis",
  "homo_lumo_gap_ev": 8.41,
  "smiles": "Cn1cccc1O",
  "de_lowest_ev": 2.191,
  "lumo_ha": 0.0271,
  "total_charge": 0,
  "species": ["C", "N", "C", "C", "C", "C", "O", "H", "H", "H", "H", "H", "H", "H"],
  "xyz": [[-1.80745, 0.10651, 0.57720], [-0.45740, -0.21390, 0.18286], [0.07900, -1.45645, -0.08841], [1.40114, -1.26188, -0.44160], [1.67849, 0.12365, -0.29851], [0.50951, 0.73100, -0.00290], [0.16293, 2.03348, 0.08508], [-2.27842, 0.78303, -0.14710], [-1.82138, 0.60046, 1.55323], [-2.37664, -0.82425, 0.61341], [-0.55606, -2.33650, -0.00984], [1.83687, -1.32631, -1.42672], [2.66107, 0.54395, -0.42503], [0.95460, 2.53547, -0.12898]],
  "nbo_charge": [-0.403, -0.345, -0.051, -0.380, -0.370, 0.423, -0.671, 0.214, 0.208, 0.213, 0.208, 0.245, 0.215, 0.492]
}

{
  "formula": "C20H19BCdF2IN3O3",
  "method": "the ωB97M-V functional and the def2-TZVPD basis",
  "homo_lumo_gap_ev": 6.36,
  "de_lowest_ev": 1.914,
  "lumo_ha": 0.1647,
  "total_charge": -2,
  "species": ["Cd", "O", "C", "O", "C", "C", "C", "C", "C", "C", "C", "C", "C", "N", "H", "H", "H", "H", "H", "H", "I", "C", "C", "C", "C", "O", "H", "H", "H", "H", "H", "H", "H", "H", "H", "F", "B", "F", "N", "C", "C", "C", "C", "C", "N", "C", "H", "H", "H", "H"],
  "xyz": [[0.04458, -0.50406, -0.93249], [2.62620, -0.74364, 3.07188], [1.74556, -0.54385, 2.22066], [1.87763, -0.35584, 1.00405], [0.29546, -0.49974, 2.78203], [0.10621, -0.80183, 4.15050], [-1.13661, -0.69996, 4.70313], [-2.22351, -0.33576, 3.87588], [-3.54842, -0.19890, 4.33077], [-4.55265, 0.14946, 3.46757], [-4.27523, 0.37187, 2.11148], [-2.99793, 0.25633, 1.63794], [-1.94210, -0.09236, 2.50299], [-0.69338, -0.15799, 1.99457], [0.98699, -1.08907, 4.70836], [-1.30580, -0.89077, 5.75986], [-3.75611, -0.37566, 5.37948], [-5.56835, 0.24885, 3.83055], [-5.07912, 0.64109, 1.44112], [-2.75656, 0.41724, 0.60068], [-2.07892, 1.13297, -2.18304], [2.29250, -1.62184, -4.80166], [1.51381, -1.85413, -3.46748], [0.23437, -2.66709, -3.82834], [2.41269, -2.73547, -2.55762], [1.21996, -0.67507, -2.88324], [2.61999, -2.57009, -5.22934], [3.16198, -0.99442, -4.61735], [1.65136, -1.11109, -5.51590], [0.47385, -3.52790, -4.45391], [-0.45557, -2.01401, -4.35968], [-0.25185, -3.01193, -2.91508], [2.61420, -3.71432, -2.99870], [1.91486, -2.87151, -1.59787], [3.35346, -2.21558, -2.38081], [-0.34831, -3.46869, 0.17489], [-0.92248, -2.29087, -0.18431], [-2.24956, -2.44673, 0.07295], [2.59925, 5.09726, -3.28339], [2.14487, 4.54808, -2.37800], [1.59846, 3.92777, -1.24532], [1.46791, 4.65024, -0.04860], [0.93336, 4.00884, 1.04859], [0.52730, 2.68469, 0.91412], [0.62739, 2.01047, -0.22127], [1.15602, 2.59309, -1.27280], [1.78465, 5.68517, 0.00117], [0.82633, 4.52429, 1.99344], [0.10163, 2.14518, 1.74698], [1.22961, 1.98729, -2.16943]],
  "nbo_charge": [1.409, -0.755, 0.729, -0.758, 0.133, -0.228, -0.174, -0.115, -0.200, -0.229, -0.246, -0.120, 0.138, -0.435, 0.244, 0.192, 0.189, 0.192, 0.208, 0.255, -0.874, -0.630, 0.279, -0.643, -0.640, -1.014, 0.169, 0.196, 0.194, 0.169, 0.209, 0.202, 0.169, 0.216, 0.197, -0.561, 0.501, -0.562, -0.354, 0.307, -0.251, -0.116, -0.279, 0.103, -0.427, 0.125, 0.209, 0.211, 0.216, 0.250]
}